1.
49
Properties=species:S:1:pos:R:3:forces:R:3:nbo_charge:R:1 method="wB97M-V/def2-TZVPD" e_above_lowest_kj_mol=181.9 spin_multiplicity=2 max_force_ev_per_a=0.52 mol_weight_da=820.1 homo_ha="-0.5552 / -0.5551" s2=0.97 charge=+3 lumo_ev="-11.0503 / -10.8541"
Ir -0.32844 0.67235 -0.27684 0.2 0.2 -0.1 0.42
Se -2.36388 6.14694 1.24516 0.0 0.1 0.1 0.13
Se -3.25033 7.84884 0.19760 0.0 -0.1 0.0 0.16
Te -2.55012 7.55189 -2.22785 0.1 0.0 -0.1 0.75
Se -0.95460 5.84317 -2.15686 -0.2 0.2 0.1 -0.04
C 1.20656 -1.86138 3.04005 0.0 0.0 0.0 -0.25
C 0.94850 -1.32110 1.62071 0.1 0.1 0.1 -0.26
N 0.33437 0.03695 1.65819 -0.1 -0.3 -0.2 -0.40
C 1.33650 0.96876 2.23247 0.0 0.0 0.0 -0.26
C 1.89181 0.42901 3.56876 0.0 0.1 0.0 -0.25
N 1.02995 -0.72236 3.99631 0.0 0.0 0.0 -0.33
C -0.41176 -0.31392 4.02162 0.0 0.1 0.0 -0.25
C -0.84281 -0.00448 2.56982 0.1 0.0 0.1 -0.26
H 2.21871 -2.24442 3.15260 0.0 0.0 0.0 0.25
H 0.50750 -2.64403 3.32855 0.0 0.0 0.0 0.24
H 0.28747 -1.98715 1.07933 0.0 0.0 0.0 0.25
H 1.87903 -1.23968 1.06191 0.0 0.0 0.0 0.24
H 0.85175 1.93357 2.37719 0.0 0.0 0.0 0.23
H 2.13924 1.09862 1.51164 0.0 0.0 0.0 0.26
H 1.87283 1.17942 4.35595 0.0 0.0 0.0 0.25
H 2.90916 0.05466 3.47395 0.0 0.0 0.0 0.25
H 1.30988 -1.02176 4.93140 0.0 0.0 0.0 0.46
H -0.49474 0.55242 4.67504 0.0 0.0 0.0 0.24
H -0.98530 -1.12953 4.45654 0.0 0.0 0.0 0.25
H -1.33632 0.96314 2.53480 0.0 0.0 -0.1 0.24
H -1.53793 -0.74774 2.18795 0.0 0.0 0.0 0.24
C -1.10267 0.62896 -4.46610 0.0 0.1 -0.2 -0.81
S -0.68261 1.97110 -3.37308 0.1 -0.2 0.5 1.25
C 1.11247 1.85568 -3.33915 0.1 0.0 -0.2 -0.83
O -1.15869 1.46961 -1.99407 -0.1 0.3 0.0 -0.98
H -0.75820 -0.29994 -4.01838 0.0 0.0 -0.1 0.23
H -0.63143 0.79974 -5.43467 0.0 0.0 0.0 0.27
H -2.18477 0.62737 -4.57986 0.0 0.0 0.0 0.27
H 1.53748 2.76007 -3.77106 0.0 0.0 0.0 0.26
H 1.46277 0.98710 -3.89245 0.0 0.0 0.0 0.25
H 1.37617 1.77457 -2.28295 0.0 0.0 0.0 0.27
C -0.98877 -3.36792 -1.34187 0.1 0.1 0.0 -0.43
C 0.31666 -3.19133 -2.14374 0.0 0.0 0.0 -0.44
C 0.73972 -1.73630 -1.89501 0.1 -0.1 0.0 -0.06
O -0.26192 -1.20657 -0.98012 -0.1 -0.3 0.2 -0.51
C -1.49848 -1.95169 -1.19785 -0.1 -0.1 -0.2 -0.07
H -0.77871 -3.78876 -0.35758 0.0 0.0 0.0 0.21
H -1.70640 -4.01566 -1.83896 0.0 0.0 0.0 0.26
H 0.14858 -3.35982 -3.20536 0.0 0.0 0.0 0.24
H 1.08277 -3.88910 -1.81589 0.0 0.0 0.0 0.25
H 0.73059 -1.14277 -2.80732 0.0 0.1 0.0 0.18
H 1.70815 -1.61899 -1.41501 0.0 0.0 0.0 0.21
H -1.97369 -1.58681 -2.11101 0.0 0.1 0.0 0.20
H -2.15606 -1.76076 -0.35452 0.1 0.0 0.0 0.22


2.
97
Properties=species:S:1:pos:R:3:forces:R:3:lowdin_charge:R:1 method="wB97M-V/def2-TZVPD" spin_multiplicity=8 max_force_ev_per_a=5.33 mol_weight_da=780.8 homo_ha="-0.3058 / -0.3105" s2=15.77 charge=+1 lumo_ev="-2.7442 / -2.7173"
C -1.40469 -1.63476 -2.41705 0.5 -0.3 -0.1 -0.36
C 0.63972 -2.68346 -1.64199 0.8 1.0 0.4 -0.37
C -1.63785 -2.64931 -3.32664 -0.9 0.6 0.0 -0.07
C 0.35747 -3.80769 -2.46242 -0.7 -0.3 -0.8 -0.03
C -0.75689 -3.75040 -3.30931 0.9 -0.6 0.3 -0.06
H -2.52982 -2.56399 -3.98349 0.8 -0.4 0.5 0.12
H 1.07953 -4.64388 -2.45259 -0.7 0.5 -0.2 0.12
H -0.96249 -4.58343 -3.99262 0.2 0.3 0.3 0.11
N -0.29462 -1.66267 -1.64549 -0.3 -0.5 -1.0 -0.11
P -2.71733 0.05925 -0.51531 2.6 -0.1 1.2 0.99
P 2.58454 -1.07548 -0.23712 -2.5 1.5 0.4 0.90
C -2.35211 -0.42328 -2.25713 -0.7 -0.1 -0.4 -0.27
H -1.94068 0.45780 -2.77211 -0.1 -0.3 0.2 0.06
H -3.33209 -0.63079 -2.69734 0.3 -0.2 -0.6 0.07
C 0.50227 1.97793 1.16174 0.6 2.6 2.7 -0.10
O 0.65251 2.73137 2.01769 -0.3 -1.6 -2.0 0.09
C 1.87154 -2.53976 -0.89443 -0.3 -1.0 -0.1 -0.30
H 2.55038 -3.39989 -0.90152 -0.5 -0.1 -0.2 0.05
C 3.47160 -0.12972 -1.53806 0.8 -0.5 0.3 -0.70
C 3.41408 -1.30454 1.42652 0.2 -0.3 -1.1 -0.69
C -3.36442 1.79611 -0.31922 -0.6 -0.9 -0.5 -0.70
C -3.59756 -1.39354 0.27271 -0.4 0.9 -0.7 -0.69
C 3.50037 1.38907 -1.23244 0.2 -0.4 -0.3 -0.09
H 4.16389 1.61513 -0.38793 -0.2 0.0 -0.3 0.06
H 3.89287 1.88464 -2.13123 0.1 0.1 0.2 0.09
H 2.51117 1.81510 -1.02740 0.3 -0.3 0.0 0.03
C 4.88550 -0.71489 -1.59064 0.4 0.6 -0.9 -0.11
H 5.47306 -0.46011 -0.69591 -0.2 -0.2 -0.4 0.07
H 4.85626 -1.80852 -1.73697 0.1 0.5 0.0 0.09
H 5.37183 -0.25733 -2.46409 0.4 -0.3 0.1 0.09
C 2.76153 -0.43294 -2.88208 0.1 0.0 0.1 -0.10
H 3.15957 0.25079 -3.64772 0.0 -0.2 0.1 0.08
H 2.95460 -1.47551 -3.18993 -0.1 0.5 0.1 0.09
H 1.67363 -0.28556 -2.83744 0.4 -0.2 0.1 0.04
C 4.08459 0.03082 1.83796 0.0 -0.5 0.0 -0.08
H 3.34852 0.85421 1.90651 0.3 -0.4 -0.1 0.07
H 4.52826 -0.12104 2.83444 0.0 0.2 -0.3 0.09
H 4.87395 0.32229 1.12937 -0.2 -0.1 0.4 0.06
C 2.42335 -1.73048 2.52744 0.0 0.2 -0.3 -0.11
H 1.81322 -0.87415 2.83114 0.2 -0.2 -0.2 0.01
H 1.74423 -2.55187 2.23170 0.4 0.3 0.0 0.09
H 3.00623 -2.04222 3.41319 -0.2 0.0 -0.3 0.10
C 4.38132 -2.46265 1.18695 0.6 0.0 0.8 -0.11
H 5.09124 -2.24133 0.37573 -0.2 -0.2 0.5 0.06
H 4.92818 -2.60297 2.13269 0.2 -0.4 -0.3 0.09
H 3.80978 -3.37798 0.94336 0.4 0.4 0.2 0.08
C -3.96482 -1.02464 1.72607 -0.1 -0.2 -0.3 -0.09
H -4.43846 -1.91446 2.16478 0.0 0.3 0.1 0.09
H -3.06646 -0.77372 2.31288 -0.5 -0.1 -0.2 0.04
H -4.67996 -0.18838 1.76079 0.2 -0.4 0.1 0.07
C -2.73365 -2.67653 0.25974 -0.1 0.2 -0.1 -0.08
H -2.56789 -3.04717 -0.76301 0.0 0.1 0.4 0.07
H -1.76668 -2.57366 0.78221 -0.4 0.0 -0.2 0.05
H -3.32027 -3.43976 0.79077 0.2 0.1 -0.1 0.10
C -4.82902 -1.62133 -0.60944 -0.4 -0.6 0.6 -0.10
H -5.37590 -2.45335 -0.14144 -0.2 0.1 -0.5 0.09
H -5.47865 -0.73333 -0.64371 0.2 -0.5 0.0 0.06
H -4.53955 -1.90445 -1.63742 -0.2 0.0 0.5 0.08
C -2.55617 2.76132 -1.21372 -0.2 -0.1 0.1 -0.10
H -2.57376 2.46719 -2.27544 -0.1 0.2 0.3 0.08
H -3.01724 3.75653 -1.11238 0.1 -0.2 -0.1 0.10
H -1.50730 2.84562 -0.89638 -0.4 -0.1 0.0 0.04
C -3.22207 2.26056 1.14859 -0.2 -0.1 -0.3 -0.08
H -2.17004 2.26894 1.48248 -0.4 0.0 -0.2 0.05
H -3.60724 3.29047 1.18536 0.1 -0.2 0.2 0.10
H -3.80601 1.63507 1.83667 0.2 0.3 -0.2 0.06
C -4.82204 1.72404 -0.77719 -0.3 1.1 0.1 -0.11
H -4.90907 1.29446 -1.79300 0.0 0.2 0.5 0.09
H -5.44574 1.15862 -0.06505 0.2 0.3 -0.4 0.07
H -5.19290 2.75921 -0.80663 -0.3 -0.2 -0.1 0.09
Eu -0.02545 -0.24738 0.11734 0.6 -0.5 1.0 1.18
N 0.25846 1.38131 -1.65847 0.4 2.5 -4.7 0.08
C 0.37769 1.93515 -2.70333 -0.4 -2.1 4.4 -0.11
C 0.53635 2.65880 -3.89930 0.1 0.5 -1.0 -0.21
C 0.33680 4.05762 -3.86679 0.1 -0.5 -0.1 -0.01
C 0.89190 1.96475 -5.07906 -0.2 0.3 0.4 -0.01
C 0.49955 4.77209 -5.05030 0.0 -0.3 0.3 -0.05
H 0.06729 4.52346 -2.90764 0.1 -0.1 -0.6 0.13
C 1.04903 2.69814 -6.25200 -0.1 -0.2 0.5 -0.05
H 1.02449 0.87451 -5.02639 0.0 0.6 -0.2 0.12
C 0.85048 4.08329 -6.21812 0.0 0.0 0.0 -0.05
H 0.34786 5.85314 -5.02872 0.1 -0.4 -0.2 0.12
H 1.32130 2.16154 -7.16338 -0.1 0.4 0.2 0.12
H 0.97358 4.64416 -7.13335 0.0 0.1 -0.1 0.11
N -0.76746 -0.71764 2.31366 1.7 1.4 4.4 0.07
C -0.29836 -0.32499 3.33473 -2.6 -1.6 -3.9 -0.14
C -0.12194 -0.03379 4.69432 0.7 0.2 1.2 -0.22
C -1.30566 0.16628 5.42678 0.2 -0.2 -0.3 -0.01
C -1.25047 0.13426 6.80914 0.2 0.1 0.0 -0.05
C -0.01675 -0.06521 7.44001 0.2 0.0 0.0 -0.04
C 1.17779 -0.17013 6.70870 -0.2 0.2 -0.1 -0.05
C 1.13945 -0.13390 5.31907 -0.2 0.1 -0.1 -0.01
H -2.23729 0.30467 4.87164 0.2 -0.1 0.3 0.13
H -2.17481 0.26229 7.37410 0.4 -0.1 0.0 0.12
H 0.02793 -0.13187 8.52506 0.0 0.1 -0.2 0.11
H 2.14652 -0.27741 7.20516 -0.5 0.1 -0.1 0.12
H 2.05746 -0.16701 4.71152 -0.6 -0.2 0.5 0.11


3.
13
Properties=species:S:1:pos:R:3:forces:R:3:nbo_charge:R:1 method="wB97M-V/def2-TZVPD" e_above_lowest_kj_mol=472.3 max_force_ev_per_a=0.41 mol_weight_da=85.1 homo_ha=-0.3278 lumo_ev=0.0177
O -0.48552 -0.81875 2.06294 -0.1 -0.2 -0.3 -0.60
C -0.71965 -1.37793 1.01055 0.1 0.1 0.1 0.52
N 0.22695 -1.69223 0.08803 0.1 0.0 0.1 -0.80
C 0.44663 0.37595 -1.30381 0.0 0.3 0.2 0.16
C 0.92626 1.34783 -0.26136 0.1 -0.1 0.0 -0.62
C -0.50197 1.35432 -0.66517 -0.1 0.0 -0.1 -0.61
H -1.74015 -1.64906 0.68355 0.1 0.1 0.1 0.12
H 1.20259 -1.57308 0.32050 -0.1 0.0 0.0 0.41
H -0.00086 -2.13685 -0.78682 0.0 0.1 0.1 0.42
H 1.13390 0.96860 0.73885 0.0 0.0 -0.1 0.26
H 1.63902 2.09402 -0.61040 -0.1 -0.1 0.0 0.24
H -0.90803 2.09310 -1.35528 0.1 -0.1 0.1 0.24
H -1.21915 1.01407 0.07843 0.1 0.0 -0.1 0.25


4.
111
Properties=species:S:1:pos:R:3:forces:R:3:lowdin_charge:R:1 method="wB97M-V/def2-TZVPD" e_above_lowest_kj_mol=0.0 max_force_ev_per_a=0.45 mol_weight_da=1161.3 homo_ha=-0.0575 charge=-2 lumo_ev=3.6281
Rb -0.58284 0.29321 -0.30444 0.1 0.0 0.4 0.65
N 0.30762 -3.96830 2.98400 0.2 0.3 0.0 0.10
C 0.32916 -3.14968 1.81891 -0.2 -0.1 -0.1 -0.32
N -0.82991 -2.41165 1.52624 0.1 0.0 0.2 0.06
C -1.93093 -2.60830 2.23488 0.0 0.2 -0.2 -0.34
N -3.00622 -1.81504 2.24610 0.0 -0.2 0.1 0.02
N -2.84661 -0.62997 1.60927 0.0 0.0 0.0 -0.01
C -3.85036 0.15522 1.73760 0.1 0.1 -0.1 -0.13
C -3.86382 1.52719 1.22268 0.1 0.0 -0.1 -0.26
C -4.95992 2.34486 1.51802 -0.1 0.0 0.0 -0.04
C -4.98248 3.65126 1.07067 0.0 0.0 0.0 -0.09
C -3.91026 4.12618 0.32985 0.0 0.0 0.0 -0.08
C -2.86895 3.24724 0.07423 0.0 -0.1 0.0 -0.14
N -2.83427 1.98927 0.49962 -0.1 0.1 0.0 0.06
C -2.05184 -3.78045 3.13970 0.0 0.0 0.0 -0.09
C -3.26056 -4.20694 3.67335 0.0 -0.1 0.1 -0.04
C -3.31140 -5.27987 4.55370 0.0 0.1 -0.1 -0.12
C -2.12832 -5.91906 4.91560 0.0 0.0 0.0 -0.12
C -0.91413 -5.50770 4.39578 0.0 0.0 0.0 -0.04
C -0.86725 -4.43453 3.49808 -0.1 -0.2 0.0 -0.20
H 1.20376 -4.34965 3.24862 -0.1 -0.1 0.0 0.07
H 1.21346 -2.51245 1.84214 0.0 0.0 0.0 0.11
H -4.72830 -0.17291 2.29618 0.0 0.0 0.0 0.10
H -5.77851 1.94045 2.10099 0.0 0.0 0.0 0.10
H -5.82540 4.29381 1.29667 0.0 0.0 0.0 0.09
H -3.87730 5.14026 -0.04571 0.0 0.0 0.0 0.09
H -2.01573 3.57283 -0.51376 0.0 0.0 0.0 0.08
H -4.15114 -3.66249 3.39088 0.0 0.0 0.0 0.10
H -4.25866 -5.60999 4.96200 0.0 0.0 0.0 0.08
H -2.15325 -6.75131 5.61012 0.0 0.0 0.0 0.09
H 0.00803 -6.00551 4.67413 0.0 0.0 0.0 0.10
Cl -0.89066 3.40936 -3.36342 0.0 -0.1 0.0 0.57
C -0.60381 1.77439 -4.01997 0.0 0.0 0.1 -0.94
Cl 0.78422 0.96352 -3.25366 0.0 0.2 -0.2 0.54
H -0.38204 1.88090 -5.07330 0.0 0.0 0.0 0.02
H -1.48194 1.16240 -3.80651 0.0 0.0 0.1 -0.02
F 3.49514 -6.44647 -2.37958 0.0 0.0 0.0 0.09
C 3.51076 -5.85818 -1.14992 -0.1 0.1 0.0 -0.61
F 3.97092 -6.79774 -0.30981 0.0 -0.1 0.1 0.11
F 4.43406 -4.89352 -1.22100 0.1 0.0 -0.1 0.12
C 2.14256 -5.34382 -0.78895 -0.1 -0.1 0.0 -0.13
C 1.09752 -5.62924 -1.63266 0.2 0.0 0.0 0.00
C -0.18349 -5.17984 -1.34477 -0.3 -0.1 -0.1 -0.04
C -0.34919 -4.40668 -0.23247 -0.2 0.0 0.0 -0.05
N 0.66038 -4.10118 0.58272 0.4 -0.2 0.1 0.04
C 1.93862 -4.60712 0.41924 0.1 0.3 0.1 -0.64
S 3.15411 -4.34818 1.56733 -0.3 0.0 -0.1 0.65
H 1.28010 -6.19963 -2.53104 0.0 0.0 0.0 0.12
H -1.02319 -5.38587 -1.99183 0.0 0.0 0.0 0.10
H -1.28910 -3.96144 0.06142 0.0 0.0 -0.1 0.12
C 5.90998 6.16276 0.22238 0.0 0.0 0.0 -0.05
C 6.30717 4.83511 0.80827 0.0 0.1 0.0 -0.22
C 7.63434 4.53858 1.08873 -0.1 0.0 0.0 -0.07
C 8.00922 3.31193 1.62158 0.0 0.0 0.0 -0.12
C 7.03195 2.35711 1.85950 0.0 0.0 0.0 -0.09
C 5.69916 2.62405 1.57985 0.0 0.0 0.0 -0.02
C 5.32205 3.86890 1.06943 0.0 -0.1 0.0 -0.20
N 3.98781 4.20901 0.79077 0.0 -0.1 0.0 0.12
C 2.91318 3.26503 0.91990 0.0 -0.1 -0.1 -0.37
N 2.74920 2.92167 2.21564 -0.1 0.0 -0.1 0.11
C 2.01422 1.88119 2.90062 0.0 -0.1 0.0 -0.26
C 1.06978 1.08856 2.24438 0.1 0.1 0.0 -0.12
C 0.47336 0.14534 3.10725 0.0 0.0 0.1 -0.19
C 0.77459 0.00020 4.46055 -0.1 0.0 -0.1 -0.12
C 1.72680 0.82570 5.04066 0.0 0.1 -0.1 -0.11
C 2.36596 1.78514 4.26430 0.0 0.0 0.0 -0.25
C 3.40061 2.68380 4.90778 -0.1 0.0 0.0 -0.08
N 2.22142 2.90020 -0.09731 0.0 0.1 0.1 0.17
C 2.60202 3.38210 -1.35575 0.1 0.1 0.0 -0.29
C 3.58306 2.72054 -2.10287 0.0 0.0 0.0 -0.05
C 3.95396 3.17385 -3.35797 0.0 0.0 0.0 -0.11
C 3.34792 4.30322 -3.89597 0.0 0.0 0.0 -0.11
C 2.37231 4.96177 -3.16115 0.0 0.0 0.0 -0.08
C 1.98544 4.52330 -1.89688 0.0 0.0 0.0 -0.26
C 0.92635 5.25604 -1.11215 0.1 0.0 0.0 -0.06
H 6.77255 6.82541 0.14992 0.0 0.0 0.0 0.07
H 5.14505 6.64830 0.83454 0.0 0.0 0.0 0.08
H 5.49192 6.05056 -0.78410 0.0 0.0 0.0 0.08
H 8.38830 5.29236 0.88592 0.0 0.0 0.0 0.10
H 9.04949 3.10359 1.83846 0.0 0.0 0.0 0.09
H 7.30072 1.38600 2.25657 0.0 0.0 0.0 0.10
H 4.94825 1.86490 1.75438 0.0 0.0 0.0 0.12
H 3.89456 4.74822 -0.05775 0.0 0.0 0.0 0.11
H 3.32106 3.48863 2.81528 0.0 0.0 0.0 0.09
H -0.28586 -0.52426 2.70735 0.1 0.1 0.0 0.03
H 0.26699 -0.75460 5.05695 0.0 0.0 0.0 0.09
H 1.98287 0.73146 6.09256 0.0 0.0 0.0 0.09
H 3.52584 2.41300 5.95743 0.0 0.0 0.0 0.06
H 3.10906 3.74182 4.88189 0.0 0.0 0.0 0.07
H 4.38369 2.60532 4.43066 0.0 0.0 0.0 0.06
H 4.03738 1.83468 -1.67472 0.0 0.0 0.0 0.12
H 4.71061 2.63931 -3.92074 0.0 0.0 0.0 0.09
H 3.62313 4.65917 -4.88163 0.0 0.0 0.0 0.09
H 1.87959 5.83348 -3.58232 0.0 0.0 0.0 0.11
H 0.14404 5.62815 -1.77651 0.0 0.0 0.0 0.05
H 1.34615 6.11601 -0.58001 0.0 0.0 0.0 0.08
H 0.48123 4.59568 -0.36788 0.0 0.0 0.0 0.07
F -1.50016 -2.08519 -1.58502 -0.1 -0.2 0.0 0.06
C -2.73511 -2.26135 -2.07906 0.1 0.0 -0.1 -0.54
F -3.59792 -2.11462 -1.07616 -0.1 0.0 0.1 0.17
F -2.80776 -3.56240 -2.46335 0.0 0.0 -0.1 0.13
C -2.99089 -1.20190 -3.20690 0.0 0.0 0.0 -0.39
O -2.55319 -0.02672 -2.82126 0.0 0.0 -0.1 -0.16
C -4.53386 -1.18367 -3.50688 0.1 0.0 0.1 -0.54
F -5.10056 -2.41010 -3.56374 -0.1 -0.1 0.0 0.13
F -4.78837 -0.59010 -4.68967 0.0 0.0 -0.1 0.14
F -5.19252 -0.49338 -2.58004 -0.1 0.0 0.1 0.16
C -2.25809 -1.70292 -4.51274 -0.1 0.0 0.2 -0.53
F -1.01306 -2.12240 -4.24213 0.1 0.0 0.0 0.15
F -2.14143 -0.70390 -5.39909 0.0 0.1 -0.1 0.14
F -2.87643 -2.71799 -5.15646 0.0 -0.1 0.0 0.13